--- i ---
CH6N3 | ωB97M-V/def2-TZVPD

```
! wB97M-V def2-TZVPD RIJCOSX def2/J DEFGRID3
* xyz 1 1
C 1.93600 0.07586 -0.11326
N 0.70425 -0.19473 0.13456
N -0.31618 0.32846 -0.52120
N -1.60986 -0.00073 -0.08607
H 1.91163 0.74537 -0.98877
H 2.79910 -0.16959 0.45380
H 0.58771 -0.74477 0.99190
H -1.88163 -0.90155 -0.14030
H -2.22117 0.56077 -0.65526
H -1.90985 0.30093 0.92459
*
```

HOMO (eV): -13.5
Gap between HOMO and LUMO (eV): 9.557
LUMO energy (eV): -3.943

=====

--- ii ---
CH6N3 | ωB97M-V/def2-TZVPD

```
! wB97M-V def2-TZVPD RIJCOSX def2/J DEFGRID3
* xyz 1 1
C 0.68471 0.14339 0.30922
N -0.56899 0.07094 0.04260
N 1.17789 0.42758 1.49090
N -0.95982 -0.69843 -1.90361
H 1.37203 0.00934 -0.52495
H -1.37298 0.04966 0.65319
H 0.57549 0.55388 2.29584
H 2.16688 0.57549 1.63799
H -1.31579 0.15835 -2.32895
H -1.75942 -1.29021 -1.67223
*
```

HOMO (alpha / beta) (eV): -15.7 / -15.7
Gap between HOMO and LUMO (alpha / beta) (eV): 9.040 / 9.038
LUMO energy (alpha / beta) (eV): -6.691 / -6.692

=====

--- iii ---
CH6N3 | ωB97M-V/def2-TZVPD

```
! wB97M-V def2-TZVPD RIJCOSX def2/J DEFGRID3
* xyz 1 1
C -0.15821 0.02962 -0.58501
N 0.56036 -0.40382 0.32038
N 0.06334 -0.00188 -1.88098
N 0.18499 -0.16826 1.63028
H -1.01067 0.72813 -0.20362
H -0.56192 0.53234 -2.54578
H 0.60861 -0.71571 -2.28005
H 0.24204 -0.95132 2.23613
H -0.87525 0.43033 1.46621
H 0.94670 0.52057 1.84245
*
```

HOMO (eV): -14.9
SMILES: N/C=N/[NH3+]
Gap between HOMO and LUMO (eV): 10.819
LUMO energy (eV): -4.033

=====

Most stable: iii (next structure +81.3 kJ/mol)